[1]
Density functional theory data (wB97M-V/def2-TZVPD) for a molecular structure, C31H28F5N3O2PS4TeTi.

Geometry as XYZ:
```
76
Properties=species:S:1:pos:R:3
Ti -0.8176 0.3852 -0.9614
O -3.3382 -0.7318 -0.5385
N -2.1499 -1.0178 0.0991
C -2.1528 -1.9666 0.9414
C -1.0560 -2.4127 1.8041
C -1.3168 -3.6123 2.4751
C -0.4463 -4.1135 3.4218
C 0.6920 -3.3893 3.7429
C 0.9575 -2.1982 3.0870
C 0.1153 -1.6993 2.0927
P 0.6009 -0.0805 1.3600
C 2.4151 -0.2811 1.2528
C 3.2647 0.8207 1.2972
C 4.6341 0.6668 1.1425
C 5.1737 -0.5902 0.9206
C 4.3329 -1.6919 0.8495
C 2.9664 -1.5399 1.0152
C 0.1852 1.0286 2.7582
C -0.7969 0.6238 3.6640
C -1.2366 1.4776 4.6637
C -0.7074 2.7531 4.7755
C 0.2662 3.1684 3.8797
C 0.7034 2.3178 2.8772
H -4.0318 -1.3483 -0.2369
H -3.0911 -2.5066 1.0804
H -2.2305 -4.1503 2.2529
H -0.6660 -5.0470 3.9209
H 1.3697 -3.7420 4.5081
H 1.8441 -1.6380 3.3547
H 2.8697 1.8177 1.4014
H 5.2767 1.5361 1.1850
H 6.2412 -0.7109 0.7965
H 4.7396 -2.6764 0.6621
H 2.3347 -2.4154 0.9449
H -1.2361 -0.3629 3.5995
H -1.9986 1.1417 5.3539
H -1.0528 3.4209 5.5528
H 0.6842 4.1635 3.9542
H 1.4431 2.6830 2.1852
O -6.5193 3.8173 -1.4015
C -5.4176 3.3793 -1.2857
S -4.6977 2.9102 0.2771
C -3.1687 2.3787 -0.3741
C -3.0020 2.4669 -1.7061
S -1.5210 1.9975 -2.4810
S -4.3179 3.0981 -2.6630
S -1.9245 1.8091 0.6755
F 2.2396 0.7920 -1.4939
C 1.1881 0.0487 -1.9213
F 1.3937 -1.2510 -1.4345
C 1.3693 -0.0638 -3.4663
F 0.9732 -1.2545 -3.9267
F 0.6496 0.8787 -4.0910
F 2.6409 0.1027 -3.8172
N -2.4356 -4.3826 -4.8797
C -2.0821 -3.3517 -4.0891
C -2.4355 -2.0290 -4.3933
C -2.0524 -1.0121 -3.5616
N -1.3498 -1.1939 -2.4241
C -1.0116 -2.4692 -2.1387
C -1.3429 -3.5461 -2.9094
H -2.9054 -4.2220 -5.7529
H -2.1076 -5.3130 -4.6932
H -2.9950 -1.7954 -5.2886
H -2.3082 0.0077 -3.8095
H -0.4205 -2.6281 -1.2471
H -1.0167 -4.5342 -2.6144
C 1.7228 3.7956 -2.5595
Te 0.8841 3.7393 -0.6030
C 2.6811 4.4848 0.2846
H 1.9434 4.8238 -2.8315
H 0.9857 3.3881 -3.2467
H 2.6248 3.1891 -2.5801
H 3.5015 3.7976 0.0875
H 2.5314 4.5987 1.3564
H 2.9177 5.4606 -0.1322
```

Computed properties:
HOMO-LUMO gap (alpha / beta) ... 5.84 / 5.83 eV
Charge ... +1
E_HOMO (alpha / beta) ... -9.65 / -9.65 eV


[2]
Density functional theory data (wB97M-V/def2-TZVPD) for a molecular structure, C31H28F6FeN4O4P.

Geometry as XYZ:
```
75
Properties=species:S:1:pos:R:3
Fe 0.5651 -0.2403 0.6191
O -0.1850 0.4289 2.3470
N -0.9714 -0.5082 1.8238
C -2.2338 -0.5856 2.0009
C -3.0578 -1.3830 1.0277
C -4.4238 -1.4155 1.3725
C -5.3371 -2.1546 0.6153
C -4.8925 -2.7874 -0.5536
C -3.5245 -2.8120 -0.8709
C -2.6174 -2.0783 -0.0967
P -0.9121 -1.9399 -0.6600
C -0.2261 -3.6397 -0.4460
C -0.1795 -4.6104 -1.4542
C 0.6049 -5.7292 -1.2386
C 1.3537 -5.9270 -0.0866
C 1.2278 -5.0050 0.9374
C 0.4612 -3.8466 0.7507
C -1.0230 -1.6198 -2.4849
C -0.0984 -2.0152 -3.4918
C -0.2247 -1.5158 -4.7993
C -1.2208 -0.5881 -5.1270
C -2.0941 -0.1335 -4.1227
C -1.9741 -0.6704 -2.8346
H -0.6550 2.2432 2.7656
H -2.7132 0.0762 2.7375
H -4.7758 -0.8308 2.2147
H -6.4066 -2.1266 0.7389
H -5.6276 -3.1894 -1.2439
H -3.2244 -3.3133 -1.7672
H -0.7400 -4.5398 -2.3593
H 0.6117 -6.5383 -1.9757
H 1.9608 -6.8196 -0.0427
H 1.7898 -5.1161 1.8432
H 0.3791 -3.1328 1.5429
H 0.6465 -2.7208 -3.2680
H 0.4124 -1.8832 -5.5728
H -1.2934 -0.2747 -6.1322
H -2.9079 0.5700 -4.3738
H -2.6183 -0.2842 -2.0150
N 2.2632 4.4617 -1.7040
C 1.1015 3.6000 -1.8562
C 1.0981 2.5801 -0.7479
O 0.5436 1.4795 -0.8410
O 1.8156 2.9183 0.3057
H 3.1223 4.0514 -2.0803
H 2.1522 3.7928 0.0608
H 2.1375 5.4001 -2.0512
H 1.0942 3.0711 -2.7857
H 0.1967 4.2151 -1.7793
C -0.0935 5.3062 3.4596
C -0.6044 3.8906 3.8253
O -0.7796 3.1813 2.6329
C -1.9177 4.0021 4.6527
F -2.4958 2.8305 4.9460
F -2.7682 4.7671 3.9508
F -1.7037 4.6395 5.8149
C 0.4290 3.2161 4.7503
F 0.8761 4.1111 5.6503
F -0.1471 2.1939 5.4242
F 1.4683 2.6419 4.1039
H -0.7113 5.7016 2.6431
H 0.9568 5.2003 3.1948
H -0.1348 6.0401 4.2734
N 5.3602 2.7329 -0.6109
C 5.1765 1.6220 -0.7746
C 4.5860 0.3157 -0.8652
C 4.9334 -0.7307 -1.6889
C 4.0332 -1.7607 -1.7591
C 2.8443 -1.6984 -1.0213
N 2.5537 -0.7164 -0.1657
C 3.4459 0.2944 -0.0685
H 5.8409 -0.6580 -2.2749
H 4.1383 -2.6450 -2.4198
H 2.0938 -2.4782 -1.1149
H 3.2405 1.0869 0.6007
```

Computed properties:
HOMO-LUMO gap (alpha / beta) ... 7.37 / 7.68 eV
⟨S²⟩ ... 6.02
Spin multiplicity ... 5
Charge ... +1
E_HOMO (alpha / beta) ... -10.59 / -11.05 eV


[3]
Density functional theory data (wB97M-V/def2-TZVPD) for 2 unconnected molecules or ions with the total composition C31H28NO4S2.

Geometry as XYZ:
```
66
Properties=species:S:1:pos:R:3
C 2.8104 0.5626 6.4897
N 2.3198 -0.3736 5.4868
C 2.7658 -1.7342 5.7027
C 1.6349 0.0028 4.3570
C 1.6118 -0.8087 3.1869
C 0.8932 -0.4417 2.0666
C 0.0008 0.6496 2.0977
C -0.9176 0.9458 1.0115
C -1.6693 0.0609 0.2961
S -2.7988 0.6703 -0.9448
C -1.7833 1.7633 -1.9435
C -1.7062 3.1587 -1.8357
C -0.7888 3.8557 -2.6310
C -0.0448 3.1872 -3.6057
C -0.2333 1.8229 -3.7900
C -1.0431 1.1103 -2.9211
O -3.0573 -0.4728 -1.7969
O -3.8913 1.3887 -0.3321
S -1.6134 -1.7064 0.6423
C -3.2005 -2.4667 0.2223
C -3.2513 -3.4690 -0.7499
C -4.4870 -4.0130 -1.1137
C -5.6544 -3.6004 -0.4711
C -5.5871 -2.6644 0.5616
C -4.3507 -2.1332 0.9476
O -0.6013 -2.2351 -0.2565
O -1.4982 -1.8843 2.0706
C 0.0018 1.4586 3.2658
C 0.8366 1.1847 4.3376
H 2.5078 1.5942 6.2807
H 2.4376 0.2874 7.4833
H 3.9174 0.5283 6.5390
H 2.1713 -2.4477 5.1330
H 3.8183 -1.8724 5.4315
H 2.6704 -1.9892 6.7643
H 2.1616 -1.7551 3.1649
H 1.0584 -0.9952 1.1337
H -1.2323 1.9783 0.9157
H -2.3586 3.6868 -1.1406
H -0.6490 4.9314 -2.5153
H 0.6700 3.7199 -4.2327
H 0.2497 1.2855 -4.6034
H -1.1082 0.0300 -3.0005
H -2.3228 -3.7943 -1.2197
H -4.5290 -4.7503 -1.9150
H -6.6177 -4.0079 -0.7646
H -6.4914 -2.3325 1.0748
H -4.2654 -1.4502 1.7948
H -0.7153 2.2819 3.2986
H 0.8053 1.8525 5.1973
C 1.9052 -1.2100 -3.8971
C 1.5336 -1.4381 -2.5383
C 1.9339 -0.3057 -1.7883
C 2.6375 0.6028 -2.6418
C 2.5450 0.0631 -3.9983
C 2.9475 0.8325 -5.0998
C 3.4856 2.1023 -4.8815
C 3.7423 2.5467 -3.5661
C 3.3454 1.7925 -2.4517
H 1.7618 -1.8681 -4.7492
H 1.0526 -2.3337 -2.1444
H 1.7923 -0.1563 -0.7114
H 2.8297 0.4239 -6.1100
H 3.7669 2.7316 -5.7323
H 4.2500 3.5063 -3.4248
H 3.5953 2.1099 -1.4360
```

Computed properties:
HOMO-LUMO gap ... 4.56 eV
Charge ... -1
E_HOMO ... -2.47 eV


[4]
Density functional theory data (wB97M-V/def2-TZVPD) for a molecular structure, C31H29AsCrN3O2S.

Geometry as XYZ:
```
68
Properties=species:S:1:pos:R:3
Cr 0.0376 1.3423 -0.2405
O 1.8944 1.2231 0.2206
N 2.2014 0.8563 1.4810
C 3.4563 0.4246 1.7122
C 3.8290 0.0531 2.9746
C 2.8920 0.1292 4.0058
C 1.6140 0.5707 3.7389
C 1.2629 0.9426 2.4446
S -0.3159 1.5244 2.0048
H 4.0936 0.4024 0.8419
H 4.8371 -0.2928 3.1466
H 3.1650 -0.1562 5.0126
H 0.8656 0.6406 4.5155
C -3.8440 1.4476 0.4785
C -2.8027 1.9504 -0.4614
O -1.8452 1.2089 -0.8318
N -2.8931 3.1677 -0.9662
C -1.9681 3.6169 -2.0081
C -0.6733 4.2113 -1.5009
C -0.4505 5.5580 -1.7209
C 0.7417 6.1442 -1.3207
C 1.6839 5.3481 -0.7013
C 1.3927 4.0149 -0.4981
N 0.2419 3.4315 -0.8807
H -3.4109 0.6954 1.1359
H -4.6341 0.9711 -0.1074
H -4.2883 2.2553 1.0577
H -3.6656 3.7596 -0.7001
H -2.4818 4.3487 -2.6243
H -1.7432 2.7540 -2.6337
H -1.2100 6.1466 -2.2173
H 0.9227 7.1967 -1.4923
H 2.6343 5.7422 -0.3716
H 2.1058 3.3707 -0.0064
C -4.0181 -2.9475 1.6604
C -3.7285 -3.1651 0.3211
C -2.5596 -2.6594 -0.2322
C -1.6796 -1.9315 0.5609
C -1.9743 -1.7045 1.9045
C -3.1402 -2.2177 2.4525
As -0.0813 -1.1954 -0.2181
C -0.0492 -1.7902 -2.0465
C -0.4500 -0.9223 -3.0585
C -0.4236 -1.3389 -4.3824
C 0.0002 -2.6223 -4.6928
C 0.3978 -3.4915 -3.6834
C 0.3784 -3.0777 -2.3610
C 1.4377 -2.0841 0.5713
C 1.3606 -2.7157 1.8076
C 2.4867 -3.3370 2.3352
C 3.6795 -3.3380 1.6262
C 3.7531 -2.7123 0.3870
C 2.6372 -2.0790 -0.1383
H -4.9255 -3.3506 2.0898
H -4.4094 -3.7352 -0.2966
H -2.3406 -2.8388 -1.2769
H -1.3027 -1.1259 2.5281
H -3.3612 -2.0527 3.4989
H -0.8116 0.0730 -2.8250
H -0.7348 -0.6651 -5.1695
H 0.0211 -2.9487 -5.7239
H 0.7251 -4.4930 -3.9281
H 0.6980 -3.7563 -1.5794
H 0.4259 -2.7571 2.3520
H 2.4219 -3.8414 3.2903
H 4.5478 -3.8423 2.0294
H 4.6764 -2.7298 -0.1776
H 2.6979 -1.6063 -1.1124
```

Computed properties:
HOMO-LUMO gap (alpha / beta) ... 6.89 / 8.14 eV
⟨S²⟩ ... 3.85
Spin multiplicity ... 4
Charge ... +2
E_HOMO (alpha / beta) ... -13.87 / -13.89 eV


[5]
Density functional theory data (wB97M-V/def2-TZVPD) for a molecular structure, C31H29AuN2O4S3.

Geometry as XYZ:
```
70
Properties=species:S:1:pos:R:3
Au 1.0260 1.3782 0.7250
O -0.2923 -0.2561 -0.3634
S -1.0931 -1.5058 -0.0376
C 0.1536 -2.8400 0.1089
C 1.3852 -2.5183 -0.7342
C 2.4277 -1.7493 0.0796
C 3.6150 -1.2141 -0.7111
S 3.3769 0.3811 -1.5978
O 2.5732 1.3278 -0.7224
C 2.3150 -0.1120 -2.9598
C 1.0890 0.5081 -3.1296
C 0.2899 0.1336 -4.1988
C 0.7317 -0.8305 -5.0934
C 1.9829 -1.4135 -4.9368
C 2.7886 -1.0470 -3.8714
C -1.8661 -1.9230 -1.6144
C -2.9104 -1.0697 -1.9544
C -3.6361 -1.3001 -3.1108
C -3.3238 -2.3904 -3.9134
C -2.2766 -3.2321 -3.5698
C -1.5377 -3.0038 -2.4161
H -0.3382 -3.7702 -0.1714
H 0.3806 -2.8899 1.1757
H 1.0724 -1.9307 -1.5950
H 1.8311 -3.4410 -1.1113
H 2.8262 -2.4106 0.8533
H 1.9511 -0.9264 0.6114
H 3.9543 -1.9153 -1.4755
H 4.4508 -1.0012 -0.0436
H 0.7633 1.2522 -2.4185
H -0.6779 0.5978 -4.3367
H 0.1058 -1.1170 -5.9281
H 2.3380 -2.1425 -5.6526
H 3.7759 -1.4799 -3.7578
H -3.1481 -0.2276 -1.3139
H -4.4545 -0.6430 -3.3724
H -3.9035 -2.5890 -4.8049
H -2.0340 -4.0823 -4.1933
H -0.7135 -3.6645 -2.1827
O 2.3331 0.7791 2.7266
S 1.1735 0.9092 3.5989
O 1.3100 1.5559 4.8567
N 0.1304 1.7641 2.5716
C -0.3756 2.9826 2.7595
C -0.6677 3.5698 4.0182
C -1.2767 4.8083 4.0841
C -1.6256 5.5041 2.9367
C -1.3503 4.9702 1.6486
C -1.6727 5.6311 0.4481
C -1.3392 5.0547 -0.7532
C -0.6485 3.8395 -0.7516
N -0.3318 3.2130 0.3669
C -0.6956 3.7301 1.5546
C 0.4278 -0.6842 3.7380
C 1.3007 -1.7585 3.8532
C 0.7733 -3.0247 4.0493
C -0.6051 -3.1968 4.1173
C -1.4622 -2.1108 3.9911
C -0.9484 -0.8368 3.8047
H -0.4095 3.0412 4.9231
H -1.4943 5.2338 5.0542
H -2.1009 6.4745 3.0089
H -2.1771 6.5887 0.4823
H -1.5838 5.5309 -1.6918
H -0.3380 3.3709 -1.6768
H 2.3696 -1.5918 3.8080
H 1.4367 -3.8720 4.1558
H -1.0130 -4.1854 4.2808
H -2.5321 -2.2521 4.0619
H -1.6058 0.0194 3.7136
```

Computed properties:
HOMO-LUMO gap (alpha / beta) ... 7.72 / 5.47 eV
⟨S²⟩ ... 2.04
Spin multiplicity ... 3
Charge ... +2
E_HOMO (alpha / beta) ... -14.10 / -14.11 eV


[6]
Density functional theory data (wB97M-V/def2-TZVPD) for a molecular structure, C31H29BIrN13O2.

Geometry as XYZ:
```
77
Properties=species:S:1:pos:R:3
Ir 0.0766 -0.5060 -0.2095
C 0.3097 -1.0086 3.9968
C 0.8666 -1.0868 2.7325
N -0.0416 -0.7489 1.8118
N -1.1890 -0.4298 2.4669
C -0.9916 -0.5844 3.7877
B -2.4185 0.0423 1.6489
N -1.9319 1.3302 0.8165
C -2.4021 2.5793 0.7860
C -1.6042 3.3505 -0.0567
C -0.6295 2.4875 -0.5182
N -0.8342 1.2740 0.0296
N -2.7039 -1.0470 0.5718
C -3.7415 -1.8699 0.3706
C -3.4655 -2.6798 -0.7210
C -2.2089 -2.2924 -1.1507
N -1.7613 -1.3073 -0.3507
N -3.6463 0.3773 2.4045
C -4.8578 0.7459 1.8778
C -5.7052 0.9925 2.9176
C -4.9279 0.7499 4.0722
N -3.7022 0.3864 3.7633
H 0.7768 -1.2335 4.9388
H 1.8577 -1.3943 2.4404
H -1.8051 -0.3782 4.4630
H -3.2693 2.8433 1.3706
H -1.7209 4.3950 -0.2875
H 0.1987 2.6601 -1.1865
H -4.6036 -1.8232 1.0161
H -4.0960 -3.4414 -1.1450
H -1.6129 -2.6600 -1.9703
H -5.0175 0.8026 0.8116
H -6.7339 1.3032 2.8631
H -5.2221 0.8242 5.1067
N 7.1877 1.2598 0.5679
C 8.4881 0.9749 0.4630
C 9.6476 1.7103 0.7906
C 10.8155 1.0750 0.5384
C 10.8653 -0.2758 -0.0320
C 9.7346 -1.0019 -0.3545
C 8.5311 -0.3804 -0.1069
N 7.2434 -0.8205 -0.3036
C 6.4725 0.1359 0.0905
C 4.9983 0.0562 0.0550
C 4.1636 1.1224 0.3594
C 2.7899 0.9373 0.3043
N 2.2396 -0.2319 -0.0357
C 3.0455 -1.2633 -0.3307
C 4.4215 -1.1627 -0.2951
H 6.8036 2.1149 0.9428
H 9.6032 2.7053 1.2105
H 11.7577 1.5601 0.7574
H 11.8433 -0.7084 -0.2015
H 9.7899 -1.9966 -0.7729
H 4.5312 2.1011 0.6353
H 2.1129 1.7405 0.5633
H 2.5751 -2.2093 -0.5733
H 5.0368 -2.0198 -0.5297
O -4.9072 3.0117 -3.5347
C -4.4377 2.2875 -4.6565
N -3.1646 1.7430 -4.1829
C -2.4890 0.8348 -4.8846
O -2.8056 0.3566 -5.9522
C -1.2050 0.3305 -4.2418
C -0.1896 -0.1407 -5.0631
C 0.9567 -0.6618 -4.4794
C 1.0439 -0.7166 -3.1049
N 0.0568 -0.2837 -2.3010
C -1.0485 0.2271 -2.8761
H -5.6632 3.5438 -3.7988
H -4.2822 2.9290 -5.5228
H -5.0933 1.4643 -4.9281
H -2.7705 2.2109 -3.3886
H -0.3280 -0.1045 -6.1364
H 1.7735 -1.0390 -5.0780
H 1.9223 -1.1275 -2.6289
H -1.8491 0.5192 -2.2111
```

Computed properties:
HOMO-LUMO gap (alpha / beta) ... 6.36 / 4.19 eV
⟨S²⟩ ... 0.78
Spin multiplicity ... 2
Charge ... +3
E_HOMO (alpha / beta) ... -15.51 / -15.51 eV


no.,M (Da)
1,904.3
2,721.4
3,542.7
4,634.6
5,786.8
6,818.7